Entry from the OMol25 dataset: an isolated ion of composition C4H8IN2 and charge +1 (wB97M-V/def2-TZVPD).

Last column: natural (NBO) charge in e.
Cartesian coordinates (Å):
C (-0.227, 1.607, -0.238)  0.386
C (0.067, -0.654, -0.502)  -0.084
C (0.994, -0.127, 0.688)  -0.099
C (-1.195, -1.316, 0.104)  -0.619
N (0.567, 1.238, 0.748)  -0.547
N (-0.335, 0.653, -1.093)  -0.516
I (3.154, -0.207, -0.090)  0.072
H (-0.567, 2.551, -0.260)  0.239
H (0.657, -1.415, -1.080)  0.278
H (1.099, -0.582, 1.650)  0.260
H (-1.633, -0.775, 0.898)  0.221
H (-0.891, -2.354, 0.411)  0.247
H (-1.862, -1.349, -0.775)  0.233
H (0.726, 1.928, 1.613)  0.469
H (-0.556, 0.802, -2.075)  0.459

Properties
Net charge   +1
Relative energy (zero: lowest compared OMol25 entry of this formula, charge and spin)   83.4 kJ/mol
SMILES   C[C@H]1[NH+]=CN[C@@H]1I
HOMO   -0.4896 hartree
Kohn-Sham gap   0.3294 Ha